C2H6ClPS | the ωB97M-V functional and the def2-TZVPD basis

Positions of all 11 atoms, in Å:
1 C 1.31 1.69 -0.34
2 S 0.74 0.44 0.88
3 P -0.43 -0.40 -0.64
4 C -0.86 -1.90 0.29
5 Cl -2.32 0.67 -0.36
6 H 0.59 1.82 -1.05
7 H 2.30 1.42 -0.70
8 H 1.43 2.64 0.36
9 H -0.09 -1.97 1.03
10 H -0.82 -2.73 -0.34
11 H -1.85 -1.69 0.84

Output
Energy = -34818.116 eV
Relative energy (zero: lowest compared OMol25 entry of this formula, charge and spin) = 0.0 kJ/mol
Orbital gap = 9.682 eV
LUMO level = 0.55 eV